{"formula": "C34H74N2O6P", "method": "ωB97M-V with the def2-TZVPD basis set", "spin_multiplicity": 1, "e_above_lowest_kcal_mol": 66.59, "gap_ev": 9.76, "e_homo_ev": -11.9, "charge": 1, "elements": ["C", "C", "C", "C", "C", "C", "C", "C", "C", "C", "C", "C", "C", "C", "C", "C", "C", "C", "C", "C", "N", "C", "N", "C", "P", "C", "C", "C", "C", "H", "H", "H", "H", "H", "H", "H", "H", "H", "H", "H", "H", "H", "H", "H", "H", "H", "H", "H", "H", "H", "H", "H", "H", "H", "H", "H", "H", "H", "H", "H", "H", "H", "H", "H", "H", "H", "H", "H", "H", "H", "H", "H", "H", "H", "H", "H", "H", "H", "H", "H", "H", "H", "H", "H", "H", "H", "H", "C", "C", "O", "C", "O", "O", "C", "H", "H", "H", "H", "H", "H", "H", "H", "C", "C", "O", "C", "O", "O", "C", "H", "H", "H", "H", "H", "H", "H", "H"], "coordinates": [[-0.014, -0.786, 1.686], [-0.710, -2.012, 2.437], [0.472, -2.857, 3.088], [1.047, -3.939, 2.085], [2.575, -3.722, 1.740], [2.811, -2.993, 0.373], [4.223, -2.283, 0.242], [4.074, -0.728, 0.025], [4.782, 0.171, 1.110], [4.694, -0.376, 2.589], [4.282, 0.795, 3.576], [2.723, 1.015, 3.448], [2.433, 2.574, 3.310], [2.092, 3.030, 1.832], [0.807, 3.958, 1.853], [-0.426, 3.251, 1.159], [-1.729, 3.215, 2.079], [-2.350, 1.784, 1.911], [-3.890, 1.710, 2.324], [-4.546, 0.629, 1.384], [-5.571, -0.244, 2.102], [-4.870, -1.542, 2.404], [-5.441, -2.240, 3.557], [-4.552, -3.425, 3.799], [-6.968, -0.416, 0.976], [-7.927, 1.186, 0.868], [-8.819, 1.550, 2.125], [-8.053, -1.880, 1.392], [-8.946, -2.148, 0.091], [1.052, -1.025, 1.475], [0.001, 0.055, 2.423], [-0.584, -0.537, 0.765], [-1.331, -2.617, 1.736], [-1.390, -1.615, 3.231], [0.078, -3.354, 4.003], [1.250, -2.109, 3.385], [0.921, -4.925, 2.602], [0.420, -4.019, 1.160], [3.011, -4.749, 1.637], [3.075, -3.247, 2.614], [2.752, -3.784, -0.421], [2.015, -2.254, 0.118], [4.690, -2.701, -0.687], [4.894, -2.576, 1.078], [4.521, -0.488, -0.973], [3.007, -0.391, -0.031], [4.230, 1.151, 1.115], [5.828, 0.438, 0.812], [5.713, -0.755, 2.853], [3.940, -1.196, 2.698], [4.618, 0.491, 4.591], [4.817, 1.706, 3.206], [2.352, 0.515, 2.522], [2.199, 0.642, 4.362], [3.304, 3.173, 3.663], [1.585, 2.805, 4.005], [1.963, 2.133, 1.176], [2.984, 3.572, 1.430], [1.061, 4.849, 1.220], [0.571, 4.330, 2.875], [-0.126, 2.177, 1.026], [-0.648, 3.646, 0.143], [-1.413, 3.328, 3.145], [-2.404, 4.039, 1.759], [-2.321, 1.554, 0.814], [-1.841, 1.013, 2.527], [-4.404, 2.683, 2.155], [-3.978, 1.365, 3.381], [-5.077, 1.108, 0.525], [-3.750, -0.006, 0.930], [-5.808, 0.161, 3.019], [-3.827, -1.258, 2.700], [-4.771, -2.150, 1.472], [-6.347, -2.652, 3.344], [-4.426, -3.627, 4.888], [-4.944, -4.358, 3.332], [-3.525, -3.270, 3.389], [-7.158, 1.998, 0.778], [-8.478, 1.183, -0.096], [-8.373, 2.428, 2.657], [-8.932, 0.735, 2.869], [-9.799, 1.921, 1.735], [-7.432, -2.803, 1.510], [-8.755, -1.735, 2.244], [-10.029, -2.175, 0.323], [-8.598, -3.045, -0.469], [-8.801, -1.279, -0.607], [3.909, -2.973, -3.606], [5.366, -2.576, -3.732], [5.809, -2.652, -5.092], [5.429, -1.635, -5.866], [4.773, -0.687, -5.520], [5.880, -1.864, -7.101], [5.459, -0.894, -8.060], [3.738, -3.956, -4.051], [3.606, -3.001, -2.559], [3.261, -2.269, -4.130], [5.985, -3.274, -3.168], [5.548, -1.580, -3.323], [5.701, 0.117, -7.732], [4.389, -0.991, -8.244], [5.994, -1.096, -8.986], [4.664, 3.166, -5.941], [3.604, 2.096, -5.766], [2.521, 2.571, -4.949], [1.654, 3.377, -5.562], [1.694, 3.722, -6.712], [0.736, 3.759, -4.664], [-0.204, 4.705, -5.171], [4.996, 3.538, -4.969], [5.524, 2.771, -6.483], [4.274, 4.022, -6.494], [4.034, 1.242, -5.247], [3.233, 1.736, -6.728], [-0.669, 4.348, -6.089], [0.287, 5.664, -5.339], [-0.977, 4.835, -4.416]], "forces_ev_per_a": [[-0.70, -0.60, 0.83], [1.26, 0.48, 0.01], [-1.19, 0.15, -0.63], [0.25, -0.04, 0.74], [-0.76, -0.79, -0.39], [0.58, -0.30, 0.02], [-0.78, -0.20, -0.92], [0.85, 0.31, 0.16], [-0.93, 0.30, 0.04], [0.63, 0.71, -0.04], [-0.07, -1.32, -1.27], [0.98, 1.49, 0.33], [-0.45, -0.70, -0.06], [0.10, 0.32, 1.14], [0.45, 0.21, -1.96], [0.08, -0.63, 1.36], [1.15, -0.85, -0.51], [-1.75, 1.20, -0.04], [0.44, -0.81, -0.77], [0.15, 1.32, -0.27], [0.34, 0.09, 0.83], [0.60, -0.62, 0.64], [0.74, -0.51, -0.76], [0.50, -0.57, 0.61], [-0.41, -1.13, -3.32], [0.38, 0.37, 1.97], [-0.03, 0.96, -0.64], [-0.98, -0.25, 0.15], [0.66, 1.17, -0.31], [-0.92, 0.11, -0.18], [0.04, -0.45, -0.91], [0.62, 0.19, 0.56], [0.52, 0.23, 0.46], [0.44, -0.26, -0.49], [0.46, 0.27, -0.51], [-0.50, -0.75, -0.08], [0.25, 0.72, -0.51], [0.58, 0.28, 0.63], [-0.08, 0.89, 0.16], [-0.27, -0.12, -0.69], [-0.12, 0.63, 0.63], [0.48, -0.55, 0.38], [-0.17, 0.35, 0.85], [-0.49, 0.42, -0.41], [-0.45, -0.03, 0.75], [0.74, -0.62, 0.09], [0.52, -0.73, -0.17], [-0.75, -0.50, 0.41], [-0.94, 0.01, 0.00], [0.70, 0.53, -0.20], [-0.36, 0.61, -0.48], [-0.33, -0.66, 0.70], [0.20, 0.20, 0.88], [0.36, -0.01, -0.86], [-0.61, -0.54, -0.05], [0.56, 0.03, -0.72], [-0.15, 0.72, 0.47], [-0.82, -0.31, 0.22], [-0.31, -0.50, 0.73], [0.18, -0.41, -0.71], [-0.27, 0.87, -0.06], [0.12, -0.13, 0.76], [-0.40, 0.24, -0.82], [0.16, -0.68, 0.49], [0.25, -0.10, 0.93], [0.01, 0.56, -0.75], [0.38, -0.67, 0.41], [-0.02, 0.52, -0.59], [0.51, -0.31, 0.71], [-0.85, 0.09, 0.51], [0.25, -0.02, -0.19], [-0.88, -0.16, -0.23], [-0.40, 0.58, 0.33], [0.03, 0.45, -0.09], [-0.25, 0.28, -0.79], [0.19, 0.68, 0.21], [-0.79, 0.05, 0.28], [-0.50, -0.81, -0.19], [0.34, -0.34, 0.66], [-0.29, -0.79, -0.36], [-0.16, 0.41, -0.66], [0.59, -0.57, 0.67], [-0.31, 0.99, 0.27], [0.74, -0.24, -0.30], [0.79, -0.25, -0.03], [-0.41, 0.61, 0.59], [-0.26, -0.79, 0.36], [-0.22, 0.06, -0.28], [-0.26, -0.11, 0.57], [0.15, 0.17, -0.05], [0.09, -0.49, -0.16], [0.10, -0.05, 0.02], [-0.01, 0.11, 0.17], [-0.02, 0.20, -0.37], [0.10, -0.03, 0.12], [0.04, -0.02, -0.02], [0.08, 0.06, 0.09], [0.12, -0.02, -0.27], [-0.05, 0.02, -0.20], [-0.10, -0.07, 0.08], [0.02, 0.11, 0.10], [0.06, -0.18, 0.16], [-0.19, 0.34, -0.03], [0.68, -0.12, -0.11], [-0.34, 0.02, -0.04], [0.35, -0.10, 0.29], [-0.13, 0.03, -0.13], [-0.08, -0.06, -0.01], [-0.28, 0.20, -0.02], [0.07, -0.15, 0.00], [-0.02, -0.04, 0.05], [0.02, -0.10, -0.07], [-0.36, 0.22, 0.09], [-0.14, 0.16, 0.07], [0.16, 0.05, -0.02], [-0.02, -0.06, -0.14], [0.17, -0.13, 0.10]], "lowdin_charge": [-0.112, -0.246, -0.196, -0.192, -0.201, -0.202, -0.185, -0.185, -0.190, -0.206, -0.194, -0.194, -0.193, -0.191, -0.189, -0.184, -0.179, -0.208, -0.146, -0.200, -0.258, -0.257, -0.081, -0.094, 1.030, -0.367, -0.139, -0.390, -0.141, 0.043, 0.058, 0.075, 0.091, 0.080, 0.100, 0.099, 0.104, 0.109, 0.111, 0.095, 0.104, 0.085, 0.081, 0.107, 0.100, 0.096, 0.088, 0.115, 0.110, 0.086, 0.107, 0.106, 0.069, 0.108, 0.104, 0.095, 0.090, 0.109, 0.105, 0.098, 0.078, 0.114, 0.112, 0.111, 0.114, 0.094, 0.114, 0.118, 0.097, 0.123, 0.156, 0.124, 0.147, 0.077, 0.092, 0.093, 0.072, 0.074, 0.083, 0.074, 0.060, 0.080, 0.070, 0.075, 0.081, 0.082, 0.048, -0.053, -0.211, 0.048, -0.590, 0.104, 0.017, -0.032, 0.087, 0.050, 0.079, 0.125, 0.119, 0.090, 0.102, 0.096, -0.057, -0.213, 0.039, -0.611, 0.128, -0.003, -0.049, 0.082, 0.075, 0.075, 0.089, 0.125, 0.096, 0.100, 0.089]}